{
  "formula": "C16H13N5S",
  "method": "wB97M-V/def2-TZVPD",
  "elements": ["S", "N", "N", "N", "N", "N", "C", "C", "C", "C", "C", "C", "C", "C", "C", "C", "C", "C", "C", "C", "C", "C", "H", "H", "H", "H", "H", "H", "H", "H", "H", "H", "H", "H", "H"],
  "coordinates": [[1.873, -1.499, 1.906], [1.818, -0.209, -0.426], [-3.234, -0.971, -4.063], [1.108, 0.086, -1.563], [-1.863, 0.312, 1.341], [0.017, -1.591, -0.200], [0.308, 1.587, 1.808], [-2.347, -1.041, -1.797], [-0.618, 0.737, 1.432], [-1.919, -1.042, -4.291], [2.581, 1.667, 2.577], [-0.042, -0.733, -1.197], [-3.342, -1.074, -2.723], [1.209, -0.237, 3.098], [1.765, 3.417, 1.280], [-1.230, -0.738, -2.050], [-0.731, -0.891, -3.491], [1.232, -1.248, 0.325], [0.564, 2.707, 1.056], [-0.857, -2.546, 0.504], [2.939, 2.899, 1.795], [1.440, 0.880, 2.322], [-1.506, -1.934, 1.068], [-1.268, -3.158, -0.298], [0.190, -0.565, -4.035], [-1.844, -0.903, -5.447], [0.327, -0.528, 3.163], [-4.387, -1.137, -2.507], [1.983, 4.216, 0.558], [1.872, -0.518, 3.963], [-0.235, 3.390, 0.325], [3.747, 3.465, 1.989], [3.380, 1.280, 3.039], [-0.152, -3.129, 1.125], [-2.777, -0.951, -0.586]],
  "forces_ev_per_angstrom": [[1.196, -2.717, -0.122], [0.297, -1.921, 0.471], [1.579, -1.126, 3.745], [-3.632, -4.239, 5.392], [11.009, 3.032, 0.455], [2.679, 1.286, 1.105], [5.186, 0.612, -1.495], [-14.634, -1.861, 8.411], [-17.250, -5.354, -1.290], [3.183, 2.092, -5.121], [-0.290, 2.398, -4.519], [-1.100, 2.253, -4.091], [-3.671, -0.042, -2.822], [7.713, -2.445, -0.187], [1.062, 0.406, -3.590], [17.486, 1.398, -6.709], [-5.281, 1.029, 0.111], [2.424, 3.860, -0.651], [-1.291, 4.761, -1.091], [1.697, -0.318, -1.653], [-6.645, -4.675, 3.225], [1.408, 7.255, 2.600], [-1.186, 0.056, 0.678], [-0.582, -0.090, 0.537], [-0.697, -0.714, 1.269], [0.916, -0.717, 1.831], [-8.017, -2.014, 1.523], [-0.440, -0.059, 1.173], [-0.744, 0.410, 0.585], [-0.801, 0.865, -0.711], [2.088, -2.797, 2.370], [2.990, 1.506, 0.226], [2.602, -1.865, 2.161], [-0.660, 0.228, -0.213], [1.406, -0.494, -3.604]],
  "homo_lumo_gap_ev": 7.8,
  "de_lowest_kj_mol": 1072.0,
  "max_force_ha_per_bohr": 0.3652,
  "homo_energy_ev": -8.6
}

---

{
  "formula": "C16H13NO5S",
  "method": "wB97M-V/def2-TZVPD",
  "elements": ["S", "O", "O", "O", "O", "O", "N", "C", "C", "C", "C", "C", "C", "C", "C", "C", "C", "C", "C", "C", "C", "C", "C", "H", "H", "H", "H", "H", "H", "H", "H", "H", "H", "H", "H", "H"],
  "coordinates": [[-0.434, 2.474, -0.903], [-0.405, -3.640, -1.198], [-1.840, 1.290, 2.349], [2.069, -1.558, -1.796], [-5.189, 1.297, 1.201], [3.555, -1.317, -0.023], [-3.645, -0.088, 0.557], [0.582, 2.573, 0.273], [1.816, -2.824, -1.139], [3.080, -0.972, -0.932], [1.725, 1.203, -1.374], [-0.155, -1.773, 0.059], [-1.596, -1.265, -0.260], [-2.987, 1.688, 1.855], [3.145, 0.471, -1.507], [0.705, -1.126, 1.123], [-4.128, 1.080, 1.199], [0.560, 1.341, -1.725], [2.001, 2.118, 0.105], [-1.321, 0.198, 1.472], [0.370, -2.925, -0.735], [-2.170, -0.380, 0.629], [-0.043, -0.195, 1.650], [-4.181, -0.823, 0.028], [-2.658, 2.862, 1.030], [0.338, 0.844, -2.767], [0.348, 3.256, 1.058], [1.515, -1.472, 1.059], [2.413, -3.149, -0.232], [-2.142, -1.927, -0.855], [3.945, 1.001, -1.299], [2.761, 2.287, 0.725], [0.535, 0.232, 2.574], [-3.420, 2.266, 2.581], [3.076, 0.586, -2.766], [1.779, -3.631, -2.018]],
  "forces_ev_per_angstrom": [[-3.583, -1.393, -3.724], [-3.159, -4.723, -2.381], [3.142, -5.068, -1.282], [2.042, -1.967, 3.882], [-14.275, 4.679, 0.617], [5.687, -5.136, 10.696], [3.328, -1.914, -0.727], [9.042, 1.046, 4.181], [-1.131, -3.674, -2.615], [-6.814, 8.123, -13.468], [12.164, 1.403, 9.808], [-1.851, 2.570, 1.019], [5.230, -2.455, 2.688], [-0.041, 8.018, -2.147], [-6.447, -2.048, -6.730], [-14.885, -0.117, -6.537], [13.383, -7.646, -2.030], [-6.423, -1.071, -7.002], [-10.786, -1.323, -5.810], [-0.550, 3.120, 3.272], [1.497, 5.662, 1.561], [-3.989, -0.552, -2.831], [3.081, 3.739, 6.506], [0.480, 1.570, 0.955], [-1.207, -3.128, 1.507], [-0.548, 1.086, 2.161], [-0.269, 0.253, 0.644], [12.066, -4.053, 0.887], [0.013, 0.742, -1.547], [-0.811, -0.546, -1.233], [3.406, 2.776, 1.855], [3.061, 0.324, 2.271], [-1.595, 0.274, -1.557], [-1.229, 1.506, 2.131], [1.048, -1.482, 2.942], [0.923, 1.405, 2.036]],
  "homo_lumo_gap_ev": 8.2,
  "de_lowest_kj_mol": 1447.1,
  "max_force_ha_per_bohr": 0.3333,
  "homo_energy_ev": -8.3
}

---

{
  "formula": "C16H14AuN2O4",
  "method": "wB97M-V/def2-TZVPD",
  "elements": ["Au", "O", "O", "O", "O", "N", "N", "C", "C", "C", "C", "C", "C", "C", "C", "C", "C", "C", "C", "C", "C", "C", "C", "H", "H", "H", "H", "H", "H", "H", "H", "H", "H", "H", "H", "H", "H"],
  "coordinates": [[-0.109, 0.005, -0.004], [-3.191, 1.504, 0.000], [-2.015, -0.423, 0.001], [0.253, -1.929, -0.004], [-1.748, -3.045, -0.003], [0.092, 2.092, -0.003], [1.940, 0.172, -0.001], [4.182, -0.596, 0.002], [4.138, 3.144, 0.003], [1.406, 2.474, -0.001], [-3.126, 0.297, 0.002], [4.655, 0.690, 0.003], [1.804, 3.808, -0.001], [2.390, 1.452, 0.000], [-0.558, -3.030, -0.003], [-0.840, 3.031, -0.004], [2.802, -0.828, 0.000], [-0.514, 4.397, -0.004], [-4.323, -0.615, 0.006], [3.205, 4.121, 0.001], [3.748, 1.765, 0.002], [0.322, -4.260, -0.003], [0.792, 4.790, -0.002], [-5.226, -0.012, 0.007], [-1.321, 5.114, -0.005], [5.719, 0.890, 0.005], [-4.287, -1.260, 0.882], [0.959, -4.266, 0.880], [-0.322, -5.134, -0.003], [5.193, 3.382, 0.004], [2.378, -1.821, 0.000], [-4.290, -1.262, -0.869], [1.064, 5.837, -0.001], [3.496, 5.162, 0.002], [0.959, -4.266, -0.887], [4.852, -1.442, 0.003], [-1.864, 2.678, -0.006]],
  "forces_ev_per_angstrom": [[0.308, 0.082, 0.020], [-0.083, 0.067, -0.001], [-0.038, 0.118, -0.005], [-0.070, -0.053, -0.002], [-0.074, -0.022, -0.001], [-0.051, -0.089, 0.000], [-0.008, 0.014, -0.009], [-0.033, -0.045, 0.001], [-0.025, -0.031, 0.000], [-0.027, 0.028, 0.000], [0.043, -0.184, 0.000], [0.008, 0.026, -0.001], [0.036, -0.014, -0.001], [-0.005, 0.000, 0.000], [0.161, 0.068, 0.000], [-0.015, 0.056, -0.004], [0.007, 0.016, 0.000], [-0.014, -0.030, 0.000], [-0.013, 0.073, 0.000], [-0.037, -0.032, 0.000], [-0.001, 0.035, 0.001], [-0.059, 0.035, 0.000], [0.026, 0.025, 0.001], [-0.012, -0.033, 0.000], [-0.009, -0.004, 0.000], [0.007, -0.014, 0.000], [0.003, 0.000, 0.006], [-0.005, -0.009, 0.005], [0.037, -0.038, 0.000], [0.006, 0.013, 0.000], [-0.056, -0.057, -0.001], [0.004, 0.000, -0.006], [-0.010, 0.007, 0.000], [0.008, 0.008, 0.000], [-0.005, -0.009, -0.005], [0.000, -0.011, 0.000], [-0.003, 0.004, 0.001]],
  "homo_lumo_gap_ev": 7.9,
  "de_lowest_kj_mol": 0.0,
  "total_charge": 1,
  "max_force_ha_per_bohr": 0.0062,
  "homo_energy_ev": -12.4
}

---

{
  "formula": "C16H14BCl5N6Re",
  "method": "wB97M-V/def2-TZVPD",
  "elements": ["Re", "Cl", "Cl", "Cl", "Cl", "Cl", "N", "N", "N", "N", "N", "N", "C", "C", "C", "C", "C", "C", "C", "C", "C", "C", "C", "C", "C", "C", "C", "C", "B", "H", "H", "H", "H", "H", "H", "H", "H", "H", "H", "H", "H", "H", "H"],
  "coordinates": [[0.322, 0.227, 0.355], [1.750, -5.394, 0.609], [0.487, -5.638, 3.507], [-1.066, -3.139, 4.732], [-1.447, -0.536, 2.794], [1.482, -2.670, -0.943], [1.359, 0.512, -1.354], [-0.795, 2.508, -1.143], [-1.120, -0.569, -0.710], [0.605, 1.007, -2.441], [-1.648, 0.248, -1.756], [-0.111, 2.291, 0.050], [-1.972, -1.660, -0.626], [-0.303, -3.045, 3.195], [2.594, 0.145, -1.849], [1.027, -2.792, 0.714], [1.044, -4.039, 1.384], [0.441, -1.652, 1.299], [-3.002, -1.526, -1.563], [2.613, 0.435, -3.214], [0.417, -4.157, 2.662], [-0.074, 3.476, 0.732], [1.349, 1.143, 3.613], [-1.205, 3.782, -1.174], [-0.782, 4.420, -0.018], [1.365, 0.963, -3.543], [-2.752, -0.335, -2.249], [-0.343, -1.837, 2.454], [-0.869, 1.461, -2.274], [0.475, 3.569, 1.660], [-3.822, -2.217, -1.729], [0.327, 0.863, 3.871], [1.505, 0.975, 2.532], [3.312, -0.314, -1.183], [-1.776, 4.120, -2.018], [-1.776, -2.470, 0.060], [-0.971, 5.442, 0.248], [0.948, 1.328, -4.464], [1.514, 2.199, 3.843], [-1.319, 1.927, -3.290], [2.050, 0.521, 4.178], [3.434, 0.281, -3.885], [-3.267, 0.149, -3.064]],
  "forces_ev_per_angstrom": [[0.631, 0.763, -2.148], [-0.586, 1.227, 0.880], [-0.085, 0.989, -0.491], [0.554, 0.075, -1.410], [0.701, -0.700, -0.337], [0.054, -0.506, 1.059], [-1.231, -0.313, 0.196], [-0.511, 0.680, 0.455], [-1.097, 0.939, -0.924], [0.845, -0.518, -0.186], [-0.532, -1.359, 0.358], [-0.088, -1.601, 0.047], [-0.878, 0.400, -1.082], [-0.166, -0.823, 1.348], [-0.334, 0.467, -1.137], [-0.177, 0.930, -1.140], [0.345, -1.909, 0.028], [-0.586, 0.966, -0.443], [0.870, -0.795, 1.254], [0.971, -0.668, 1.456], [-0.073, -0.346, 0.422], [-0.935, 0.635, -0.831], [-0.410, 0.079, 0.745], [0.256, -1.160, 0.034], [0.778, -0.134, 1.396], [-0.958, 0.130, 1.531], [1.321, 0.738, 0.611], [0.030, 0.455, -0.290], [0.326, 0.596, 0.300], [-0.228, 0.030, -0.022], [0.180, 0.116, 0.028], [0.286, 0.234, 0.114], [0.256, -0.072, -0.723], [0.186, 0.192, -0.227], [-0.047, 0.338, -0.193], [-0.117, 0.142, 0.011], [0.098, 0.270, 0.049], [0.095, 0.041, -0.388], [0.041, -0.192, -0.172], [0.134, -0.298, 0.431], [-0.006, 0.099, -0.322], [0.275, -0.052, -0.166], [-0.188, -0.089, -0.121]],
  "homo_lumo_gap_ev": [4.5, 4.7],
  "spin_multiplicity": 4,
  "total_charge": 4,
  "max_force_ha_per_bohr": 0.0460,
  "homo_energy_ev": [-21.7, -21.4]
}

---

{
  "formula": "C16H14BEuF5N6",
  "method": "wB97M-V/def2-TZVPD",
  "elements": ["Eu", "F", "F", "F", "F", "F", "N", "N", "N", "N", "N", "N", "C", "C", "C", "C", "C", "C", "C", "C", "C", "C", "C", "C", "C", "C", "C", "C", "B", "H", "H", "H", "H", "H", "H", "H", "H", "H", "H", "H", "H", "H", "H"],
  "coordinates": [[-1.338, -1.192, -0.247], [-0.631, 0.613, 6.015], [-2.393, 1.482, 4.067], [1.223, -1.310, 5.392], [1.383, -2.333, 2.863], [-2.350, 0.355, 1.555], [1.304, -0.266, -2.397], [0.389, 1.992, -1.908], [-1.736, -0.256, -2.080], [-1.036, 0.302, -3.186], [0.897, -0.852, -1.196], [-0.374, 1.875, -0.789], [-1.399, -0.032, 2.513], [2.898, -1.706, -1.808], [1.106, 3.431, -0.369], [0.040, 2.725, 0.169], [-1.470, 0.540, 3.791], [-1.773, 0.139, -4.295], [0.446, -1.387, 3.138], [-2.974, -0.504, -3.970], [1.870, -1.724, -0.846], [1.305, 2.943, -1.660], [-2.928, -0.725, -2.588], [0.382, -0.858, 4.442], [2.493, -0.773, -2.768], [-0.570, 0.113, 4.762], [-1.450, -3.568, 0.164], [-0.444, -0.961, 2.184], [0.400, 0.869, -2.998], [1.677, 4.199, 0.114], [-3.768, -0.768, -4.647], [-1.388, 0.495, -5.243], [-0.423, 2.730, 1.147], [1.775, -2.321, 0.056], [-3.643, -1.213, -1.929], [-1.234, 1.333, -0.805], [2.959, -0.449, -3.688], [-1.397, -3.718, 1.254], [-2.395, -3.916, -0.282], [3.805, -2.280, -1.792], [2.021, 3.210, -2.420], [-0.553, -3.946, -0.356], [0.853, 1.263, -4.029]],
  "forces_ev_per_angstrom": [[0.608, -2.356, 5.180], [0.019, -0.151, -0.490], [0.077, -0.012, 0.273], [-0.222, 0.301, -0.001], [-0.166, 0.348, 0.146], [-0.066, 0.318, 0.044], [-0.693, -0.484, 1.151], [-0.424, 0.490, 0.636], [-1.308, 2.636, -6.369], [-1.310, -0.651, 1.294], [1.696, -0.016, -1.046], [0.458, 0.716, 0.141], [1.557, -0.547, 1.871], [-0.378, 0.417, -0.207], [0.174, 0.072, 0.100], [0.187, -0.256, -0.813], [-0.356, -0.073, -0.874], [-0.325, -0.162, 0.443], [-0.834, 0.999, 0.877], [0.389, 0.260, 0.073], [-0.414, 0.922, -0.955], [-0.796, -0.456, 0.285], [1.764, 0.760, -0.309], [0.362, -0.715, -0.643], [-0.009, -0.370, 0.598], [0.040, -0.103, -0.073], [-0.205, 0.001, -0.395], [-0.238, 0.379, -0.588], [0.216, -1.330, 0.226], [0.066, 0.053, 0.084], [0.029, 0.001, -0.002], [-0.156, -0.126, 0.080], [-0.013, 0.106, -0.223], [-0.022, 0.200, -0.165], [0.114, 0.117, -0.227], [0.205, -0.181, -0.224], [0.017, -0.046, 0.151], [-0.063, -0.183, -0.404], [0.361, -0.567, 0.187], [0.043, -0.036, -0.089], [0.035, -0.067, 0.087], [-0.403, -0.366, 0.185], [-0.019, 0.157, -0.017]],
  "homo_lumo_gap_ev": [5.8, 6.0],
  "spin_multiplicity": 8,
  "de_lowest_kj_mol": 0.0,
  "max_force_ha_per_bohr": 0.1364,
  "homo_energy_ev": [-5.9, -6.1]
}

---

{
  "formula": "C16H14BF5MoN6S",
  "method": "wB97M-V/def2-TZVPD",
  "elements": ["Mo", "S", "F", "F", "F", "F", "F", "N", "N", "N", "N", "N", "N", "C", "C", "C", "C", "C", "C", "C", "C", "C", "C", "C", "C", "C", "C", "C", "C", "B", "H", "H", "H", "H", "H", "H", "H", "H", "H", "H", "H", "H", "H", "H"],
  "coordinates": [[-0.077, 0.153, 0.042], [-1.514, -1.652, 0.406], [0.272, -5.194, 3.652], [1.107, -5.838, -0.975], [-1.131, -2.909, 3.094], [-0.185, -3.510, -1.545], [1.406, -6.642, 1.628], [-1.352, 1.648, 0.512], [0.900, 2.913, -0.865], [-0.249, 0.475, -1.954], [-0.594, 1.749, -2.445], [-1.528, 2.749, -0.334], [1.290, 1.805, -0.127], [-2.273, 1.765, 1.524], [2.568, 2.013, 0.289], [1.914, 3.799, -0.898], [-3.019, 2.924, 1.322], [0.069, -4.823, 2.369], [-0.617, -3.653, 2.077], [-0.293, -0.387, -3.024], [2.986, 3.260, -0.184], [-0.727, -3.183, 0.760], [1.529, -0.922, 2.796], [0.635, -5.576, 1.339], [-2.542, 3.494, 0.135], [-0.157, -3.957, -0.260], [0.511, -5.141, 0.017], [-0.879, 1.648, -3.750], [-0.670, 0.326, -4.157], [-0.522, 2.967, -1.488], [-0.793, -0.060, -5.152], [-0.070, -1.433, -2.878], [1.347, -0.732, 1.702], [-3.807, 3.299, 1.954], [0.668, -0.592, 3.391], [1.676, -1.999, 2.956], [3.950, 3.705, -0.028], [-0.725, 3.992, -2.076], [-2.299, 1.013, 2.291], [2.424, -0.380, 3.122], [3.067, 1.278, 0.903], [-2.883, 4.365, -0.413], [1.809, 4.728, -1.434], [-1.221, 2.517, -4.296]],
  "forces_ev_per_angstrom": [[0.400, 0.416, -0.883], [-0.044, 0.775, 0.115], [-0.349, 0.390, -1.327], [-0.679, 0.756, 0.989], [0.494, -0.667, -0.989], [-0.067, -0.248, 0.981], [-1.129, 1.219, -0.380], [-1.218, 0.935, 0.028], [0.542, -0.239, 0.679], [-0.581, 0.577, -0.990], [-0.160, -1.225, 0.111], [-0.228, -0.820, 0.768], [-0.035, 0.088, -0.029], [0.362, 0.804, -1.179], [-0.703, 1.025, -0.748], [-0.178, -1.154, 0.391], [0.272, -0.528, -0.006], [0.316, -0.366, 1.044], [-0.419, 0.521, 0.527], [-0.328, 1.129, 0.012], [0.011, -0.393, 0.207], [0.659, -0.382, 0.075], [-0.190, 0.075, 0.339], [0.850, -0.576, 0.189], [0.510, -0.750, 0.239], [0.213, 0.244, -0.461], [0.524, -0.677, -0.685], [0.448, -0.367, 1.044], [0.081, -0.469, 0.386], [0.210, 0.082, -0.107], [-0.013, -0.071, -0.041], [-0.041, 0.032, -0.130], [0.225, -0.139, 0.278], [-0.001, -0.026, -0.064], [0.203, -0.062, -0.227], [-0.083, 0.345, -0.308], [0.078, 0.106, 0.015], [0.027, -0.215, 0.155], [-0.194, -0.041, 0.198], [-0.268, -0.077, -0.300], [0.084, 0.099, -0.090], [0.178, -0.050, 0.172], [0.045, 0.025, 0.023], [0.177, -0.099, -0.020]],
  "homo_lumo_gap_ev": [5.4, 6.6],
  "spin_multiplicity": 3,
  "de_lowest_kj_mol": 0.0,
  "total_charge": 2,
  "max_force_ha_per_bohr": 0.0331,
  "homo_energy_ev": [-15.4, -15.4]
}